[1]
This record from the OMol25 dataset describes 2 unconnected molecules or ions with the total composition C6H11NO in a non-equilibrium geometry. The level of theory is ωB97M-V/def2-TZVPD.

XYZ file:
```
19
Properties=species:S:1:pos:R:3:forces:R:3:mulliken_spin:R:1
C 1.928410 0.869181 -0.403365 -0.588 -3.032 3.417 -0.021
C 1.742374 -0.103771 0.319125 -0.126 1.673 -1.736 0.017
C -1.730323 -0.446786 -0.488130 6.826 6.287 2.660 0.794
C 2.384902 2.033181 -1.068110 1.576 0.059 -1.619 0.003
C 1.521436 -1.285417 1.137200 -0.120 -2.517 -0.100 0.005
C -1.935494 0.331292 0.752103 1.081 1.463 -0.094 -0.008
N -2.665819 -1.235446 -0.773414 -8.505 -6.198 -0.305 0.381
O -2.769454 -1.916993 -1.844040 0.629 -0.339 -1.555 0.701
H -0.865106 -0.481435 -1.083997 1.021 0.061 -0.364 0.043
H 3.007644 2.730392 -0.445040 -0.665 -0.737 -0.624 0.000
H 1.557758 2.520707 -1.544394 -0.333 0.713 -0.181 0.001
H 2.985056 1.567841 -1.908503 -0.149 1.181 0.641 0.000
H 0.464553 -1.763142 1.117537 1.483 1.369 0.118 -0.002
H 1.864735 -1.088494 2.165814 -0.471 -0.127 -0.252 -0.001
H 2.157085 -2.177839 0.783091 -0.635 1.421 0.333 0.000
H -1.397479 1.294172 0.926120 -0.237 -0.586 -1.061 0.020
H -1.778736 -0.075912 1.727066 0.583 -1.570 0.756 0.069
H -2.970286 0.522334 0.827005 -1.601 0.725 -0.128 0.015
H -3.501251 -1.293869 -0.196061 0.230 0.154 0.092 -0.016
```
Forces are in eV/Å.

M = 113.16 g/mol
Gap between HOMO and LUMO (alpha / beta) = 6.58 / 8.01 eV
Highest occupied orbital energy (alpha / beta) = -5.7 / -9.2 eV
E_tot = -364.9322 hartree
Multiplicity = 3
Relative energy (zero: lowest compared OMol25 entry of this formula, charge and spin) = 2.861 eV

=====

[2]
This record from the OMol25 dataset describes a molecular structure, C4H7IO3S in a non-equilibrium geometry. The level of theory is ωB97M-V/def2-TZVPD.

XYZ file:
```
16
Properties=species:S:1:pos:R:3:forces:R:3:mulliken_spin:R:1
C 0.313836 0.892160 -0.719601 0.694 -0.854 0.136 -0.071
C 0.775418 1.208211 -2.081773 -1.388 2.319 -0.208 0.002
C 0.359612 -0.595069 2.190332 0.210 1.001 -5.465 -0.001
C -0.581473 -0.310139 -0.566411 -1.256 0.936 0.426 0.804
O 0.682030 1.485302 0.261079 -0.075 0.440 0.766 0.141
O -1.665158 -1.988249 1.316578 0.329 0.201 -0.840 0.001
O -2.178022 0.389274 1.296875 0.030 0.916 0.382 0.047
S -1.199740 -0.634765 1.116330 1.293 -1.155 1.149 0.001
I -2.074098 -0.728385 -1.935315 0.564 -0.129 0.235 0.138
H 1.245385 0.424296 -2.538803 1.011 -2.392 -1.141 -0.004
H -0.169288 1.376467 -2.568363 -0.361 -0.013 -0.967 -0.003
H 1.367371 2.099164 -2.315182 -0.030 -0.034 1.070 -0.001
H 1.204386 -0.275022 1.478458 -1.241 -0.758 1.442 0.006
H 0.293067 0.036862 2.964209 -0.567 2.947 2.484 0.002
H 0.435053 -1.523754 2.596494 0.286 -2.945 0.552 -0.001
H 1.191621 -1.856350 -0.494907 0.501 -0.481 -0.020 0.938
```
Forces are in eV/Å.

M = 262.07 g/mol
Gap between HOMO and LUMO (alpha / beta) = 8.96 / 7.18 eV
Highest occupied orbital energy (alpha / beta) = -9.1 / -10.1 eV
E_tot = -1077.9791 hartree
Multiplicity = 3

=====

[3]
This record from the OMol25 dataset describes a molecular structure, C27H28NO4SV in a non-equilibrium geometry. The level of theory is ωB97M-V/def2-TZVPD.

XYZ file:
```
62
Properties=species:S:1:pos:R:3:forces:R:3:mulliken_spin:R:1
V 1.300162 1.525947 -0.044854 0.431 0.039 -0.654 1.954
O -0.694318 0.469106 -1.438872 0.022 -0.041 0.338 0.033
C -1.876291 1.051464 -0.845172 -0.030 -0.123 -0.059 0.020
C -1.352244 2.131975 0.128974 0.676 0.483 -0.235 -0.015
O -1.906430 2.513981 1.117735 -0.281 0.033 -0.092 -0.003
O -0.164383 2.634898 -0.285443 -0.562 -0.519 0.712 -0.030
C -2.669656 -0.083748 -0.198455 0.030 -0.035 -0.052 -0.011
C -3.187227 -0.069540 1.089762 -0.055 -0.013 -0.026 0.002
C -3.892486 -1.169078 1.571353 0.011 0.051 0.026 0.000
C -4.094675 -2.283354 0.778961 0.002 -0.036 -0.046 0.000
C -3.590959 -2.299142 -0.516394 -0.017 0.002 0.041 0.000
C -2.888927 -1.209366 -0.995039 0.019 0.009 0.004 0.001
C -2.682534 1.791926 -1.911333 -0.060 -0.006 0.140 -0.007
C -2.021670 2.521461 -2.895703 0.021 0.032 -0.028 0.003
C -2.745453 3.207882 -3.859569 0.008 0.003 0.002 0.001
C -4.131201 3.190128 -3.833067 -0.026 -0.002 0.009 0.000
C -4.792932 2.486350 -2.836975 0.036 0.001 -0.010 0.000
C -4.072888 1.789849 -1.878952 -0.001 -0.019 -0.037 0.000
H -0.812028 0.453970 -2.394807 0.124 -0.005 -0.039 0.000
H -3.053081 0.793566 1.720168 0.017 0.031 0.008 0.000
H -4.284202 -1.142234 2.579996 -0.004 -0.001 0.006 0.000
H -4.641779 -3.135463 1.160148 -0.007 -0.002 0.010 0.000
H -3.745138 -3.161299 -1.151637 0.001 -0.007 -0.005 0.000
H -2.502133 -1.236854 -2.005480 0.012 0.002 -0.012 0.000
H -0.939941 2.583325 -2.896185 -0.005 -0.004 0.005 0.002
H -2.222920 3.768766 -4.622551 0.009 0.009 -0.009 0.000
H -4.695198 3.730048 -4.581706 -0.003 0.005 -0.012 0.000
H -5.874011 2.474093 -2.806423 -0.016 0.005 0.000 0.000
H -4.592054 1.235546 -1.108999 -0.006 0.006 0.006 0.000
C -0.229322 -0.175526 2.703790 -0.024 0.000 0.006 0.039
C 1.193401 -0.301308 3.252108 0.031 -0.036 -0.019 -0.002
C 1.870191 1.058004 3.438001 0.032 0.049 -0.004 0.017
C 2.020081 -1.303963 2.469202 0.070 -0.286 0.140 0.009
C 2.415372 -2.489003 3.085468 -0.001 0.077 -0.056 0.001
C 3.140537 -3.450424 2.400138 -0.027 0.043 -0.018 -0.006
C 3.483173 -3.236440 1.074850 0.053 0.073 -0.037 0.003
C 3.125460 -2.067756 0.405666 0.119 -0.333 0.206 0.039
C 3.533495 -1.886851 -1.042986 -0.046 0.026 0.048 0.007
C 2.329665 -1.824098 -1.984440 -0.065 0.005 -0.089 -0.020
C 4.489501 -0.712773 -1.264129 0.059 0.060 0.009 0.006
C 2.395966 -1.135460 1.137637 -0.391 0.853 -0.442 -0.005
O 2.008856 0.019693 0.491013 -0.122 -0.248 0.169 -0.277
H -0.778671 0.615004 3.217481 -0.003 -0.002 0.011 -0.003
H -0.781141 -1.109889 2.815043 0.022 -0.007 -0.002 0.001
H -0.248222 0.056643 1.635908 0.042 0.006 -0.022 0.006
H 1.102677 -0.732350 4.253476 -0.010 0.027 -0.002 0.000
H 1.921403 1.647652 2.519784 -0.016 -0.024 -0.033 0.012
H 2.893318 0.946020 3.798421 -0.005 -0.028 0.003 0.000
H 1.315288 1.650849 4.166565 -0.008 0.005 -0.008 -0.001
H 2.141214 -2.649079 4.121169 0.008 -0.033 0.013 0.000
H 3.437057 -4.364196 2.896542 0.004 -0.019 0.011 0.000
H 4.052516 -3.984617 0.536220 -0.001 -0.024 0.015 0.000
H 4.088675 -2.795307 -1.292972 -0.014 -0.005 -0.030 0.001
H 1.728376 -0.929987 -1.813692 0.031 -0.013 0.012 0.034
H 1.675468 -2.687766 -1.853014 0.027 -0.008 0.021 0.000
H 2.664268 -1.808392 -3.023601 0.018 0.001 0.001 0.002
H 4.001638 0.252967 -1.137699 -0.061 0.000 0.031 0.000
H 4.894998 -0.747012 -2.277162 -0.019 -0.012 -0.006 0.001
H 5.328901 -0.748320 -0.568062 -0.011 -0.036 0.002 0.001
S 5.072814 4.260648 -0.481812 -0.222 -0.171 0.008 0.036
C 3.759716 3.365276 -0.389022 0.313 0.241 -0.028 0.076
N 2.779928 2.703557 -0.329367 -0.129 -0.081 0.096 0.074
```
Forces are in eV/Å.

M = 513.53 g/mol
Gap between HOMO and LUMO (alpha / beta) = 7.58 / 8.38 eV
Highest occupied orbital energy (alpha / beta) = -8.5 / -8.7 eV
E_tot = -2743.6449 hartree
Multiplicity = 3
Relative energy (zero: lowest compared OMol25 entry of this formula, charge and spin) = 1.011 eV